# C18H23HfIN2

A molecular structure, C18H23HfIN2 (ωB97M-V/def2-TZVPD, OMol25).

```
45
Properties=species:S:1:pos:R:3
C 2.082 2.714 -0.291
C 2.931 1.293 -0.776
H 2.193 3.515 -1.025
H 2.627 2.999 0.615
H 1.015 2.661 0.119
H 2.619 0.713 -1.723
H 3.867 1.727 -1.137
H 3.157 0.645 0.076
C -2.421 1.471 -1.336
C -3.701 1.221 -1.827
C -3.923 0.081 -2.602
C -2.868 -0.794 -2.838
H -2.173 2.352 -0.740
H -4.498 1.926 -1.602
H -4.908 -0.127 -3.016
H -2.988 -1.699 -3.430
N -1.396 0.639 -1.609
C -1.598 -0.515 -2.308
C -0.432 -1.402 -2.457
N 0.771 -0.951 -1.954
C 1.845 -1.785 -1.926
C 0.601 -3.505 -3.062
C 1.786 -3.057 -2.478
H 2.749 -1.380 -1.462
H 2.677 -3.682 -2.447
C -0.513 -2.670 -3.048
H -1.465 -2.975 -3.477
H 0.538 -4.491 -3.514
Hf 0.814 1.121 -1.122
I 0.686 2.712 -3.362
C 1.198 -0.724 4.002
C 0.011 0.116 3.524
C -1.292 -0.650 3.747
C -0.029 1.447 4.279
C 0.178 0.396 2.107
C 0.346 0.643 0.914
H 1.106 -0.947 5.071
H 2.139 -0.187 3.843
H 1.244 -1.670 3.454
H -1.424 -0.874 4.812
H -2.149 -0.058 3.411
H -1.284 -1.594 3.194
H 0.895 2.011 4.114
H -0.871 2.056 3.934
H -0.142 1.278 5.355
```

Computed properties:
HOMO = -15.616 eV
Spin multiplicity = 1
Orbital gap = 7.9 eV
DFT total energy = -1154.32746 Ha
Molar mass = 572.79 u
Charge = +2